1.
{"formula": "C20H45N2O6", "method": "ωB97M-V/def2-TZVPD", "elements": ["C", "C", "C", "O", "C", "C", "N", "C", "C", "C", "O", "C", "C", "O", "C", "C", "O", "C", "C", "H", "H", "H", "H", "H", "H", "H", "H", "H", "H", "H", "H", "H", "H", "H", "H", "H", "H", "H", "H", "H", "H", "H", "H", "H", "H", "H", "H", "H", "H", "C", "O", "C", "C", "N", "C", "C", "O", "C", "H", "H", "H", "H", "H", "H", "H", "H", "H", "H", "H", "H", "H", "H", "H"], "positions_angstrom": [[0.620, -4.667, 4.026], [-0.601, -3.840, 3.623], [-0.959, -3.916, 2.144], [-0.650, -2.701, 1.454], [0.335, -2.820, 0.539], [-0.095, -3.205, -0.891], [1.264, -3.170, -1.597], [2.200, -2.333, -0.731], [1.225, -1.627, 0.201], [1.820, -0.782, 1.328], [0.936, -0.533, 2.395], [0.040, 0.542, 2.103], [-1.261, 0.483, 2.869], [-2.363, 0.140, 2.047], [-3.374, -0.551, 2.744], [-4.529, -0.860, 1.843], [-4.181, -1.690, 0.751], [-4.059, -0.998, -0.476], [-5.343, -1.023, -1.266], [0.455, -5.095, 5.006], [0.800, -5.498, 3.355], [1.525, -4.077, 4.101], [-1.449, -4.214, 4.183], [-0.471, -2.814, 3.935], [-2.015, -4.119, 2.036], [-0.442, -4.763, 1.703], [1.070, -3.594, 0.797], [-0.618, -4.146, -0.973], [-0.653, -2.426, -1.382], [1.217, -2.684, -2.488], [1.540, -4.141, -1.707], [2.775, -1.604, -1.283], [2.893, -3.014, -0.258], [0.724, -0.934, -0.472], [2.045, 0.193, 0.902], [2.764, -1.183, 1.679], [0.524, 1.472, 2.396], [-0.184, 0.640, 1.045], [-1.460, 1.469, 3.288], [-1.150, -0.194, 3.713], [-3.765, 0.041, 3.577], [-2.955, -1.454, 3.178], [-4.987, 0.065, 1.504], [-5.265, -1.394, 2.439], [-3.299, -1.499, -1.072], [-3.713, 0.019, -0.315], [-5.142, -0.606, -2.249], [-6.104, -0.411, -0.798], [-5.686, -2.039, -1.405], [4.594, 4.782, -3.334], [3.665, 5.327, -2.415], [2.498, 5.878, -3.013], [1.277, 5.037, -2.705], [1.329, 3.750, -3.390], [0.329, 2.785, -2.948], [0.352, 2.326, -1.492], [1.477, 1.527, -1.141], [2.651, 2.265, -0.815], [5.510, 4.568, -2.785], [4.231, 3.849, -3.781], [4.826, 5.493, -4.131], [2.627, 6.004, -4.092], [2.351, 6.869, -2.577], [0.382, 5.576, -3.027], [1.229, 4.924, -1.614], [2.247, 3.346, -3.260], [0.444, 1.896, -3.575], [-0.663, 3.195, -3.161], [-0.521, 1.682, -1.346], [0.241, 3.155, -0.786], [2.415, 3.219, -0.342], [3.272, 2.433, -1.696], [3.239, 1.668, -0.115]], "e_homo_ev": -10.9, "spin_multiplicity": 1, "gap_ha": 0.287, "lumo_energy_ev": -3.09, "e_above_lowest_kj_mol": 40.9, "total_energy_ha": -1349.61589, "total_charge": 1}

=====

2.
{"formula": "C4H3N3O", "method": "ωB97M-V/def2-TZVPD", "elements": ["C", "C", "C", "C", "H", "H", "H", "N", "N", "N", "O"], "positions_angstrom": [[0.310, -0.467, -1.219], [1.148, -1.103, 0.110], [-1.366, 1.247, 0.021], [-0.504, 0.272, -0.399], [1.141, -2.108, 0.489], [2.207, -0.738, 0.103], [-1.844, 2.186, -0.579], [0.134, -0.210, 0.640], [-0.429, 0.356, 1.786], [-1.225, 1.270, 1.428], [0.428, -0.707, -2.380]], "e_homo_ev": -10.2, "spin_multiplicity": 1, "gap_ha": 0.371, "lumo_energy_ev": -0.14, "e_above_lowest_kj_mol": 339.1, "total_energy_ha": -393.59024, "total_charge": 0}

=====

3.
{"formula": "C50H38N2O2PdS2Se", "method": "ωB97M-V/def2-TZVPD", "elements": ["Pd", "C", "C", "C", "C", "C", "C", "C", "S", "O", "C", "C", "C", "C", "C", "C", "C", "C", "C", "C", "C", "C", "C", "C", "C", "C", "C", "C", "C", "C", "S", "O", "C", "C", "C", "C", "C", "C", "C", "H", "H", "H", "H", "H", "H", "H", "H", "H", "H", "H", "H", "H", "H", "H", "H", "H", "H", "H", "H", "H", "H", "H", "H", "H", "H", "C", "C", "C", "C", "N", "C", "C", "C", "C", "C", "C", "C", "H", "H", "H", "H", "H", "H", "H", "H", "Se", "C", "C", "C", "N", "C", "C", "H", "H", "H", "H"], "positions_angstrom": [[1.295, 1.001, -1.116], [1.158, -0.217, 7.781], [1.312, -0.155, 6.288], [1.783, 0.994, 5.663], [1.912, 1.051, 4.281], [1.553, -0.048, 3.522], [1.107, -1.216, 4.123], [0.986, -1.259, 5.500], [1.707, 0.008, 1.733], [1.864, -1.394, 1.293], [0.016, 0.576, 1.405], [-0.156, 1.963, 1.632], [-1.379, 2.538, 1.458], [-2.487, 1.762, 1.031], [-3.756, 2.347, 0.803], [-4.806, 1.587, 0.375], [-4.637, 0.204, 0.158], [-3.425, -0.387, 0.368], [-2.316, 0.377, 0.808], [-1.030, -0.217, 1.006], [-0.873, -1.672, 0.765], [-1.324, -2.589, 1.759], [-1.925, -2.151, 2.967], [-2.336, -3.051, 3.907], [-2.166, -4.436, 3.694], [-1.586, -4.884, 2.543], [-1.151, -3.975, 1.548], [-0.535, -4.424, 0.354], [-0.122, -3.537, -0.594], [-0.316, -2.157, -0.382], [0.267, -1.081, -1.713], [1.056, -1.952, -2.592], [-1.295, -0.776, -2.495], [-1.869, 0.475, -2.402], [-3.080, 0.708, -3.041], [-3.703, -0.292, -3.773], [-5.001, -0.036, -4.481], [-3.091, -1.547, -3.860], [-1.890, -1.797, -3.228], [1.615, 0.647, 8.261], [1.621, -1.117, 8.186], [0.104, -0.237, 8.061], [2.066, 1.850, 6.263], [2.303, 1.942, 3.804], [0.883, -2.079, 3.511], [0.636, -2.167, 5.975], [0.695, 2.561, 1.932], [-1.519, 3.598, 1.635], [-3.876, 3.410, 0.973], [-5.771, 2.044, 0.200], [-5.472, -0.390, -0.189], [-3.299, -1.445, 0.180], [-2.048, -1.090, 3.144], [-2.792, -2.701, 4.824], [-2.497, -5.139, 4.447], [-1.445, -5.943, 2.369], [-0.389, -5.487, 0.209], [0.372, -3.858, -1.499], [-1.371, 1.266, -1.856], [-3.535, 1.687, -2.973], [-5.416, 0.932, -4.205], [-5.737, -0.805, -4.243], [-4.861, -0.045, -5.563], [-3.562, -2.331, -4.441], [-1.400, -2.757, -3.323], [1.911, 5.381, -0.566], [3.297, 5.467, -0.631], [4.044, 4.308, -0.670], [3.401, 3.068, -0.637], [2.061, 3.003, -0.559], [1.341, 4.125, -0.537], [4.106, 1.778, -0.753], [5.473, 1.657, -0.495], [6.095, 0.430, -0.635], [5.357, -0.678, -1.038], [3.996, -0.564, -1.283], [3.356, 0.660, -1.139], [1.286, 6.262, -0.554], [3.785, 6.431, -0.672], [5.119, 4.349, -0.759], [0.266, 3.994, -0.498], [6.053, 2.511, -0.166], [7.152, 0.332, -0.426], [5.846, -1.638, -1.148], [3.427, -1.439, -1.582], [1.040, 2.135, -3.369], [0.830, 0.668, -4.568], [-0.372, 0.472, -5.246], [-0.485, -0.601, -6.115], [0.488, -1.477, -6.343], [1.628, -1.284, -5.686], [1.851, -0.242, -4.802], [-1.213, 1.136, -5.087], [-1.416, -0.765, -6.650], [2.414, -2.009, -5.868], [2.799, -0.156, -4.289]], "e_homo_ev": [-6.7, -7.4], "spin_multiplicity": 3, "s_squared": 2.011, "gap_ha": [0.242, 0.234], "lumo_energy_ev": [-0.11, -0.97], "e_above_lowest_kj_mol": 0.0, "total_energy_ha": -5513.78307, "total_charge": 0}

=====

4.
{"formula": "CHClN4OP", "method": "ωB97M-V/def2-TZVPD", "elements": ["O", "P", "Cl", "C", "N", "N", "N", "N", "H"], "positions_angstrom": [[0.946, -1.862, 0.705], [0.781, -0.741, 1.590], [2.545, 0.177, 1.526], [-0.053, 0.376, 0.352], [-0.561, 1.651, 0.115], [-1.203, 1.579, -1.022], [-1.245, 0.426, -1.500], [-0.538, -0.355, -0.698], [-0.672, -1.252, -1.069]], "e_homo_ev": -4.0, "spin_multiplicity": 1, "smiles": "[O-]P(Cl)c1nnn[nH]1", "gap_ha": 0.291, "lumo_energy_ev": 3.94, "e_above_lowest_kj_mol": 75.7, "total_energy_ha": -1134.57976, "total_charge": -1}

=====

5.
{"formula": "C28H39BCrN12O2", "method": "ωB97M-V/def2-TZVPD", "elements": ["Cr", "C", "C", "C", "C", "C", "C", "N", "N", "B", "N", "C", "C", "C", "N", "C", "C", "C", "N", "C", "C", "C", "N", "C", "C", "C", "H", "H", "H", "H", "H", "H", "H", "H", "H", "H", "H", "H", "H", "H", "H", "H", "H", "H", "H", "H", "H", "H", "H", "H", "H", "H", "H", "H", "N", "C", "N", "C", "N", "N", "C", "N", "C", "C", "C", "C", "C", "N", "H", "H", "H", "H", "H", "H", "H", "H", "C", "C", "O", "O", "H", "H", "H"], "positions_angstrom": [[-0.151, 0.029, 0.284], [1.568, 3.920, 1.005], [1.362, 3.287, 2.387], [2.468, 2.340, 2.865], [-0.010, 2.688, 2.481], [-0.961, 3.186, 3.376], [-2.136, 2.560, 3.039], [-1.888, 1.732, 2.021], [-0.570, 1.755, 1.688], [-2.969, 0.954, 1.265], [-2.749, -0.533, 1.524], [-3.559, -1.433, 2.088], [-2.872, -2.625, 2.187], [-1.602, -2.373, 1.659], [-1.552, -1.087, 1.269], [-0.485, -3.375, 1.577], [-0.224, -3.946, 2.979], [-0.825, -4.521, 0.616], [-2.761, 1.248, -0.233], [-3.604, 1.847, -1.080], [-2.931, 2.105, -2.256], [-1.634, 1.628, -2.049], [-1.548, 1.110, -0.814], [-0.483, 1.710, -3.003], [-0.163, 3.176, -3.316], [-0.786, 0.935, -4.290], [2.601, 4.243, 0.871], [0.926, 4.797, 0.910], [1.300, 3.238, 0.199], [1.354, 4.110, 3.103], [2.504, 1.412, 2.302], [2.283, 2.063, 3.903], [3.441, 2.832, 2.813], [-0.804, 3.943, 4.124], [-3.130, 2.668, 3.438], [-4.060, 1.284, 1.607], [-4.557, -1.166, 2.392], [-3.232, -3.553, 2.596], [0.414, -2.880, 1.212], [-1.048, -4.596, 3.279], [-0.138, -3.151, 3.718], [0.689, -4.543, 2.983], [-1.763, -4.998, 0.905], [-0.037, -5.275, 0.650], [-0.918, -4.176, -0.413], [-4.619, 2.060, -0.789], [-3.320, 2.579, -3.141], [0.388, 1.275, -2.517], [-1.012, 3.658, -3.802], [0.694, 3.236, -3.990], [0.072, 3.730, -2.407], [-1.577, 1.432, -4.854], [-1.111, -0.084, -4.076], [0.102, 0.887, -4.923], [3.408, 1.112, 0.182], [3.077, 0.513, -0.953], [4.022, 0.402, -1.878], [3.723, -0.349, -2.930], [4.608, -0.429, -3.923], [2.585, -1.064, -3.038], [1.693, -0.833, -2.107], [1.809, 0.025, -1.084], [0.428, -1.579, -2.209], [0.213, -2.447, -3.270], [-1.019, -3.059, -3.406], [-2.006, -2.739, -2.486], [-1.703, -1.886, -1.445], [-0.493, -1.335, -1.268], [4.358, 1.413, 0.309], [2.774, 1.074, 0.955], [5.482, 0.057, -3.836], [4.430, -1.023, -4.712], [1.019, -2.597, -3.971], [-1.214, -3.744, -4.219], [-3.002, -3.153, -2.557], [-2.473, -1.632, -0.732], [2.533, -1.413, 3.285], [1.263, -0.794, 2.745], [0.361, -0.443, 3.483], [1.252, -0.686, 1.426], [2.361, -2.474, 3.469], [2.789, -0.945, 4.233], [3.345, -1.308, 2.569]], "e_homo_ev": [-11.4, -11.4], "spin_multiplicity": 4, "s_squared": 3.779, "gap_ha": [0.296, 0.290], "lumo_energy_ev": [-3.36, -3.53], "total_energy_ha": -2967.34755, "total_charge": 1}

=====

6.
{"formula": "CH3IO3S", "method": "ωB97M-V/def2-TZVPD", "elements": ["C", "O", "O", "O", "S", "I", "H", "H", "H"], "positions_angstrom": [[1.017, 0.712, -0.318], [-0.720, -1.905, -0.879], [-2.604, -0.347, -0.659], [-0.363, 0.559, -0.609], [-1.288, -0.711, -0.329], [-0.298, -0.548, 3.291], [1.515, 1.770, -0.475], [1.605, 0.028, -0.846], [1.136, 0.443, 0.823]], "e_homo_ev": [-10.5, -10.1], "spin_multiplicity": 1, "gap_ha": [0.296, 0.244], "lumo_energy_ev": [-2.46, -3.49], "e_above_lowest_kj_mol": 191.6, "total_energy_ha": -961.38966, "total_charge": 0}